# 1
C27H23Cl3FeN5S as an isolated structure. Source: OMol25; level of theory: the ωB97M-V functional and the def2-TZVPD basis.

Values from the calculation:
F_max = 0.8 eV/A
E = -4358.88836 Eh
Multiplicity = 6
E_HOMO (spin up / spin down) = -7.00 / -6.93 eV
⟨S²⟩ = 8.766

```
60
Properties=species:S:1:pos:R:3:forces:R:3
Fe 1.568535 -0.859186 0.333211 0.204 0.736 0.187
C 0.355219 5.260484 -3.657619 -0.016 -0.052 -0.005
C 0.273039 3.965586 -2.892761 -0.067 -0.003 -0.037
C -0.710505 3.012631 -3.156800 0.008 0.013 -0.005
C -0.734022 1.804989 -2.494983 0.028 -0.052 -0.083
C 0.189777 1.454557 -1.483887 -0.074 -0.303 -0.244
N 0.152000 0.205923 -0.872800 -0.333 -0.033 0.275
C -1.131609 -0.358284 -0.863499 -0.082 0.293 0.178
C -2.258304 0.336491 -0.388760 0.059 0.044 0.071
C -3.502579 -0.248503 -0.310987 -0.021 -0.054 -0.040
C -3.710309 -1.580407 -0.691137 -0.024 0.098 0.039
C -5.064150 -2.230941 -0.582777 0.026 0.010 0.045
C -2.610697 -2.282757 -1.140551 0.045 -0.036 -0.047
C -1.360765 -1.672773 -1.233678 0.039 -0.231 -0.310
N -0.278412 -2.436322 -1.752167 -0.050 0.093 0.101
C -0.310024 -3.266231 -2.807823 -0.038 -0.051 -0.043
C 0.906399 -3.903213 -2.869230 0.036 -0.013 0.026
C 1.627126 -3.381674 -1.790895 -0.065 -0.006 0.033
N 0.908680 -2.483027 -1.119486 0.067 -0.330 -0.092
C 1.152150 2.429502 -1.228542 0.276 0.168 0.175
C 1.203558 3.633134 -1.931177 0.075 0.029 0.030
N 2.140381 2.243307 -0.221488 -0.313 -0.087 0.087
C 2.762893 3.217398 0.467102 0.034 0.099 0.057
C 3.790152 2.644243 1.176497 0.029 0.011 -0.031
C 3.707860 1.290147 0.863298 0.100 -0.024 -0.158
N 2.695694 1.042964 0.028021 0.534 0.020 0.112
H -0.637671 5.608515 -3.944406 0.007 0.007 0.018
H 0.935968 5.143156 -4.575832 -0.001 -0.010 0.010
H 0.830711 6.043259 -3.065881 -0.009 -0.010 0.001
H -1.459913 3.211863 -3.915640 0.018 -0.018 0.007
H -1.486872 1.079257 -2.768209 -0.027 0.024 -0.011
H -2.120333 1.361175 -0.065089 -0.020 -0.010 -0.018
H -4.337862 0.332842 0.064318 0.015 -0.014 -0.003
H -5.856893 -1.483232 -0.571889 0.005 -0.005 -0.015
H -5.151141 -2.814677 0.336653 0.011 0.011 -0.003
H -5.246515 -2.907721 -1.418071 -0.001 0.007 0.000
H -2.706973 -3.325640 -1.424823 0.014 0.026 0.012
H -1.185008 -3.327233 -3.432623 0.005 -0.006 0.033
H 1.232103 -4.628122 -3.593994 0.002 0.014 0.018
H 2.630882 -3.614448 -1.485656 0.006 0.024 -0.044
H 2.014046 4.322122 -1.723120 -0.018 -0.029 -0.001
H 2.426881 4.238222 0.414393 0.012 -0.032 -0.037
H 4.481289 3.131861 1.840704 -0.021 -0.025 -0.002
H 4.315729 0.480244 1.228497 -0.020 0.011 0.003
Cl -0.586492 -1.699044 1.698231 -0.345 -0.410 0.143
C -0.469074 -1.266928 3.379211 0.032 -0.017 -0.177
C -1.531455 -1.595938 4.199136 0.044 0.004 0.043
C -1.456410 -1.267470 5.541961 -0.005 0.015 -0.001
C -0.324512 -0.627200 6.023556 -0.016 0.006 0.014
C 0.709184 -0.296946 5.164893 0.068 0.048 0.059
Cl 2.085899 0.525226 5.834600 -0.032 -0.025 -0.029
C 0.676742 -0.591071 3.792750 0.126 -0.064 0.030
S 1.957417 -0.116128 2.709289 -0.403 0.211 0.089
H -2.397335 -2.095532 3.785939 0.030 -0.004 0.003
H -2.276033 -1.501262 6.207638 0.026 -0.026 0.005
H -0.235518 -0.374211 7.071301 -0.003 0.021 -0.022
Cl 3.888582 -1.681340 -0.384589 0.555 -0.127 -0.186
C 3.051436 -2.423071 1.006097 -0.443 0.171 -0.404
H 3.623557 -2.212245 1.896534 -0.082 -0.099 0.086
H 2.843497 -3.466324 0.797039 -0.005 -0.007 0.055
```
Positions in Å, forces in eV/Å.



# 2
C27H23ClN6O3S5Ti as an isolated structure at a distorted geometry. Source: OMol25; level of theory: the ωB97M-V functional and the def2-TZVPD basis.

Values from the calculation:
F_max = 1.3 eV/A
ΔE to the lowest compared entry with this formula, charge and spin = 14.7 kcal per mole
E = -4897.76883 Eh
Total charge = -2
Multiplicity = 3
E_HOMO (spin up / spin down) = -0.21 / -1.37 eV
⟨S²⟩ = 2.045

```
66
Properties=species:S:1:pos:R:3:forces:R:3
Ti 0.304281 -0.266784 -0.013362 -0.381 -1.154 0.577
C -1.403831 3.315421 4.689559 0.008 -0.006 -0.017
C -0.088722 2.584119 4.423239 0.012 -0.024 0.006
N 0.602018 3.025100 3.234353 -0.080 0.022 -0.002
C 0.190806 2.650996 1.966418 -0.096 -0.008 -0.049
S 0.940910 3.448272 0.640056 0.027 0.037 -0.075
N -0.757215 1.751904 1.943300 -0.027 -0.073 0.168
N -1.013166 1.152259 0.722069 0.167 -0.029 -0.192
C -2.253848 1.192651 0.259527 -0.037 0.184 -0.020
C -3.298654 2.082060 0.859397 0.027 -0.023 0.009
C -2.524986 0.366517 -0.852561 0.119 -0.074 -0.068
C -3.772944 0.314061 -1.509240 -0.074 -0.011 -0.010
C -3.951169 -0.523539 -2.576510 0.014 0.016 0.028
C -2.879379 -1.332532 -2.993242 0.018 0.001 0.005
C -1.686491 -1.242825 -2.313863 -0.007 -0.027 -0.091
N -1.474219 -0.416682 -1.281171 -0.085 0.288 -0.079
H -1.862950 2.968313 5.619686 -0.006 -0.003 -0.002
H -1.239832 4.393633 4.767537 -0.005 0.001 0.012
H -2.097093 3.127704 3.869739 0.007 0.003 0.002
H 0.588669 2.709454 5.273924 0.004 0.019 -0.006
H -0.284503 1.518305 4.307541 0.008 -0.005 0.013
H 1.061407 3.919692 3.248446 0.043 -0.031 -0.001
H -2.830494 2.751580 1.577038 -0.007 0.006 -0.013
H -3.796580 2.675271 0.085472 -0.011 0.000 0.009
H -4.066381 1.499930 1.377726 -0.004 0.004 0.007
H -4.586683 0.931911 -1.151634 0.010 0.001 0.007
H -4.905918 -0.565496 -3.087788 -0.002 0.003 0.001
H -2.973723 -2.012846 -3.827911 0.016 -0.006 0.004
H -0.839515 -1.859569 -2.587998 0.011 0.006 0.009
O -1.253049 -7.208598 0.585702 0.175 -0.044 0.183
C -0.939522 -6.035763 0.553694 -0.368 0.106 -0.379
S 0.219529 -5.356369 -0.584608 0.095 0.018 0.098
C 0.061873 -3.666900 -0.105222 -0.085 -0.141 0.027
C -0.825234 -3.391165 0.867560 -0.051 -0.180 -0.055
S -1.190846 -1.827975 1.509987 0.115 0.251 -0.039
S -1.702667 -4.779002 1.521893 0.113 0.033 0.080
S 1.059280 -2.498468 -0.920908 -0.018 0.239 0.015
Cl 7.401776 -0.785870 1.373206 0.035 -0.002 -0.004
C 5.646539 -0.658919 1.352162 -0.029 -0.013 0.061
C 4.940170 -0.935636 2.521619 0.054 0.005 -0.031
C 3.558519 -0.824277 2.503188 -0.131 0.046 -0.025
C 2.866419 -0.450974 1.350595 0.256 0.065 0.062
O 1.554234 -0.335558 1.380513 0.102 0.191 0.008
C 3.602832 -0.192557 0.152214 -0.100 0.001 0.053
C 2.952954 0.179800 -1.037730 0.189 0.121 -0.120
O 1.661096 0.290599 -1.176113 -0.048 0.235 -0.076
C 5.014014 -0.294224 0.193911 -0.033 0.011 -0.035
H 5.466332 -1.228993 3.419591 0.002 0.001 -0.002
H 2.972650 -1.021223 3.392095 0.003 -0.002 -0.001
H 3.554072 0.447276 -1.906369 -0.028 -0.039 -0.009
H 5.587965 -0.085109 -0.700421 0.000 -0.003 -0.001
N -2.485602 3.243799 -2.852734 -0.001 0.050 0.028
C -1.299837 3.045622 -2.181700 0.039 -0.055 0.074
N -0.506911 2.218309 -2.784629 0.200 -0.018 -0.204
C -1.188425 1.820622 -3.920736 -0.199 0.062 0.040
C -0.815993 0.922216 -4.916137 -0.007 0.022 0.001
C -1.707717 0.687558 -5.947568 0.046 -0.035 -0.002
C -2.956738 1.320804 -5.990949 -0.043 0.034 0.017
C -3.349405 2.211924 -5.005543 -0.002 -0.005 -0.023
C -2.445914 2.449860 -3.978277 0.062 -0.057 0.008
H -3.265708 3.777423 -2.517872 -0.007 -0.017 0.017
H -1.058955 3.521482 -1.238062 -0.005 0.012 0.018
H 0.139035 0.416715 -4.852654 -0.003 -0.005 -0.014
H -1.448518 -0.017022 -6.728502 0.003 0.002 0.002
H -3.635566 1.099856 -6.806131 0.002 -0.002 -0.001
H -4.323482 2.685954 -5.032612 0.000 -0.003 -0.003
```
Positions in Å, forces in eV/Å.



# 3
C27H23F5IrN4O3PSTe as an isolated structure. Source: OMol25; level of theory: the ωB97M-V functional and the def2-TZVPD basis.

Values from the calculation:
F_max = 0.3 eV/A
ΔE to the lowest compared entry with this formula, charge and spin = 51.3 kcal per mole
E = -3098.65800 Eh
Multiplicity = 5
E_HOMO (spin up / spin down) = -7.05 / -8.73 eV
⟨S²⟩ = 6.016

```
66
Properties=species:S:1:pos:R:3:forces:R:3
Ir -0.908727 -0.467158 -0.825397 -0.076 -0.016 0.101
C -4.359722 -3.004093 0.753672 -0.018 0.006 -0.015
C -3.191475 -2.425515 0.029071 0.058 0.106 -0.002
N -2.963856 -1.169045 -0.087719 -0.003 -0.304 -0.034
N -3.862604 -0.284002 0.428013 -0.041 -0.066 0.034
C -3.643024 0.928238 0.033520 0.051 0.118 -0.008
N -4.473282 1.906935 0.462570 -0.015 0.011 -0.003
S -2.367443 1.432487 -1.064861 -0.026 0.014 -0.013
C -2.229118 -3.318423 -0.657049 -0.041 0.043 -0.018
C -2.380511 -4.696306 -0.648647 -0.042 0.041 0.025
C -1.496417 -5.473861 -1.376580 -0.002 -0.059 -0.009
C -0.496335 -4.855641 -2.101000 0.034 0.037 -0.016
C -0.393512 -3.474878 -2.047117 -0.076 -0.018 0.036
N -1.234926 -2.728972 -1.336958 0.058 0.005 -0.011
H -4.945326 -2.213193 1.208596 0.006 -0.002 0.000
H -4.004914 -3.685528 1.528176 0.010 0.000 0.008
H -4.992535 -3.569547 0.066450 0.002 -0.002 0.006
H -5.103495 1.682406 1.214769 -0.002 -0.002 0.000
H -4.186878 2.861954 0.346163 -0.002 0.003 0.003
H -3.176115 -5.151648 -0.078334 0.003 0.002 0.000
H -1.594239 -6.551450 -1.377461 0.004 0.003 0.003
H 0.212063 -5.421532 -2.688541 -0.003 -0.001 -0.003
H 0.381136 -2.936157 -2.571796 0.024 0.015 -0.013
O 2.584480 -0.683959 -3.298858 0.043 -0.014 -0.060
C 2.002375 -0.610067 -2.239397 0.234 -0.041 0.163
O 0.727229 -0.860485 -2.108730 -0.191 0.114 -0.026
C 2.791716 -0.312648 -0.973414 -0.043 0.093 0.027
C 4.050055 -0.890715 -0.874029 -0.023 0.008 -0.007
C 4.850757 -0.653272 0.231731 -0.004 0.039 0.061
C 4.417924 0.205646 1.231512 0.036 -0.035 -0.051
C 3.176570 0.813314 1.131749 -0.006 -0.023 -0.027
C 2.349281 0.540858 0.048114 -0.012 -0.071 -0.118
P 0.728090 1.314730 -0.172351 0.055 -0.037 -0.041
C 1.063354 2.537090 -1.471834 -0.023 -0.009 -0.012
C 1.978787 3.565343 -1.239610 0.003 -0.007 0.009
C 2.295843 4.455981 -2.249004 -0.001 0.005 -0.002
C 1.710131 4.321389 -3.503169 0.001 -0.001 0.003
C 0.811665 3.295790 -3.743639 -0.003 -0.001 -0.003
C 0.487587 2.403311 -2.729802 -0.002 0.007 -0.003
C 0.304819 2.253630 1.314132 0.019 0.006 0.019
C 0.357771 1.647016 2.570185 -0.020 0.019 0.003
C -0.086491 2.328351 3.692082 0.004 0.007 0.005
C -0.597792 3.613327 3.573401 0.006 -0.002 0.001
C -0.664966 4.216926 2.326090 -0.003 -0.004 -0.003
C -0.219623 3.540818 1.200203 -0.003 0.001 -0.010
H 4.389850 -1.525594 -1.681061 0.002 0.005 -0.004
H 5.819388 -1.129748 0.306833 0.002 0.000 0.004
H 5.046398 0.406893 2.089164 0.001 -0.005 -0.001
H 2.849194 1.494659 1.905113 0.011 0.007 0.006
H 2.445871 3.663154 -0.266152 0.002 -0.004 -0.006
H 3.006953 5.250393 -2.063588 -0.001 0.000 0.002
H 1.965635 5.013746 -4.294834 -0.001 0.000 -0.001
H 0.367028 3.177556 -4.722705 0.000 0.003 -0.001
H -0.195437 1.588050 -2.932936 0.009 0.004 0.002
H 0.730079 0.638635 2.671647 -0.002 -0.031 -0.004
H -0.038812 1.845569 4.659341 -0.001 -0.001 0.000
H -0.945008 4.142948 4.451215 0.000 -0.004 0.003
H -1.064298 5.218125 2.225818 0.001 -0.001 0.001
H -0.284783 4.016021 0.230119 -0.005 0.001 -0.002
F 0.725665 -3.539002 0.650785 -0.014 -0.022 0.025
Te 0.287323 -2.532331 2.161907 -0.058 -0.022 0.014
F 0.884124 -4.005049 3.121851 -0.032 0.044 0.001
F 2.050375 -1.936558 2.256038 -0.087 0.006 -0.005
F -1.391102 -3.373153 2.241643 0.102 0.032 -0.045
F -0.042696 -1.746983 3.819165 0.010 0.002 -0.023
O -0.314052 -1.094772 1.245730 0.090 -0.007 0.034
```
Positions in Å, forces in eV/Å.